A 8-piece molecular cluster, C38H86F2O27P5 overall, computed with ωB97M-V/def2-TZVPD.

XYZ file:
```
158
Properties=species:S:1:pos:R:3:mulliken_charge:R:1
C -31.177 6.846 14.114 1.228
C -30.993 7.765 12.934 2.627
O -31.324 9.123 13.228 -0.913
H -32.138 7.002 14.604 -0.509
H -30.370 7.069 14.813 -0.785
H -31.026 5.799 13.849 -0.176
H -31.661 7.427 12.142 -0.949
H -29.979 7.776 12.536 -1.243
C -35.224 8.776 9.168 -0.433
C -33.907 8.099 8.939 0.286
O -33.032 8.717 9.914 -0.112
C -33.564 9.795 10.380 0.395
O -33.013 10.580 11.130 -0.420
O -34.795 9.914 9.955 -0.390
F -33.533 8.461 7.707 -0.371
H -35.928 8.208 9.776 0.215
H -35.755 8.993 8.242 0.407
H -33.925 7.014 9.041 0.355
C -27.785 6.574 10.800 1.710
C -27.288 6.553 12.295 1.017
O -25.910 6.680 12.152 -0.492
C -25.507 6.301 10.837 0.565
O -24.364 6.341 10.400 -0.594
O -26.639 6.127 10.112 -0.419
F -27.576 5.393 12.862 -0.239
H -28.088 7.560 10.447 -0.693
H -28.614 5.883 10.645 -0.848
H -27.689 7.316 12.961 -0.476
C -29.506 0.330 13.818 -0.933
C -29.312 0.400 12.325 -0.284
O -30.425 1.060 11.764 -0.449
P -30.500 2.668 11.689 0.440
O -29.216 3.256 11.410 -0.628
O -31.679 2.998 10.612 -0.281
C -31.563 3.779 9.434 -0.572
C -31.460 5.207 9.889 1.224
O -31.180 3.059 13.056 0.158
C -32.345 2.366 13.489 -0.179
C -33.122 3.224 14.523 -0.814
H -29.338 1.360 14.133 0.231
H -30.416 -0.197 14.106 0.209
H -28.687 -0.253 14.237 0.435
H -28.340 0.800 12.035 0.249
H -29.283 -0.546 11.785 0.337
H -30.705 3.481 8.833 0.316
H -32.415 3.620 8.773 0.360
H -32.199 5.490 10.639 -0.040
H -30.489 5.390 10.347 -1.244
H -31.491 5.880 9.032 0.563
H -32.964 2.235 12.601 0.350
H -32.155 1.365 13.876 0.152
H -33.318 4.195 14.067 -0.160
H -34.021 2.682 14.816 0.519
H -32.487 3.378 15.396 0.284
C -28.551 10.703 19.932 -0.969
C -27.872 11.653 18.986 -0.426
O -28.919 12.067 18.060 -0.060
P -28.877 11.500 16.525 0.742
O -30.162 11.509 15.782 -0.508
O -27.699 12.404 15.872 -0.237
C -27.995 13.682 15.323 0.352
C -26.703 14.521 15.297 -1.380
O -28.157 10.021 16.641 -0.102
C -27.889 9.331 15.469 0.829
C -27.733 7.843 15.947 -1.175
H -27.985 10.563 20.853 0.436
H -29.601 10.853 20.183 0.088
H -28.608 9.783 19.350 0.202
H -27.563 12.510 19.584 0.457
H -26.977 11.118 18.670 0.343
H -28.419 13.614 14.321 0.044
H -28.746 14.238 15.885 0.149
H -26.357 14.694 16.317 0.362
H -25.958 13.981 14.713 0.146
H -26.880 15.457 14.768 0.412
H -28.711 9.424 14.758 0.024
H -27.015 9.731 14.956 -0.427
H -27.307 7.299 15.104 0.278
H -27.155 7.726 16.864 0.396
H -28.711 7.435 16.202 0.045
C -35.808 6.068 13.584 -1.207
C -35.006 7.293 13.148 1.083
O -35.848 8.320 12.632 -0.142
P -35.953 9.674 13.449 0.883
O -34.684 10.456 13.573 -0.629
O -36.389 9.088 14.920 -0.417
C -36.420 9.945 16.008 0.199
C -37.697 10.841 15.908 -1.287
O -37.271 10.448 12.883 -0.299
C -38.316 9.909 12.109 -0.104
C -38.254 10.598 10.756 -1.048
H -36.509 6.326 14.378 0.259
H -36.392 5.814 12.699 0.326
H -35.256 5.206 13.957 0.163
H -34.447 7.603 14.031 -0.367
H -34.237 7.099 12.400 0.038
H -36.489 9.325 16.901 0.241
H -35.600 10.661 16.070 -0.002
H -37.530 11.632 15.177 0.297
H -38.535 10.244 15.547 0.261
H -37.958 11.420 16.794 0.419
H -38.193 8.826 12.073 0.180
H -39.316 10.058 12.516 0.321
H -37.309 10.531 10.218 0.111
H -39.040 10.233 10.094 0.387
H -38.400 11.674 10.845 0.328
C -35.113 9.192 20.035 -1.195
C -33.927 10.176 20.029 -0.102
O -33.925 10.823 18.789 -0.385
P -32.637 10.744 17.788 1.166
O -32.950 11.029 16.338 -0.549
O -31.582 11.817 18.395 -0.123
C -32.083 13.192 18.595 -0.376
C -30.871 14.098 18.747 -0.881
O -31.908 9.234 18.096 -0.517
C -31.837 8.290 17.141 1.264
C -32.067 6.927 17.815 -1.062
H -35.235 8.595 20.938 0.377
H -36.012 9.757 19.786 0.351
H -35.041 8.617 19.112 0.169
H -33.954 10.846 20.888 0.371
H -33.006 9.610 20.170 0.206
H -32.764 13.446 17.782 0.432
H -32.690 13.205 19.500 0.200
H -30.271 14.304 17.861 -0.047
H -31.253 15.046 19.125 0.526
H -30.296 13.738 19.601 0.182
H -32.445 8.514 16.264 -0.061
H -30.877 8.286 16.625 -0.696
H -32.922 7.171 18.447 0.284
H -32.250 6.038 17.212 0.125
H -31.278 6.623 18.503 0.298
C -26.085 13.861 11.108 -1.032
C -27.532 13.487 10.824 -0.294
O -27.688 12.163 10.606 -0.163
P -28.404 11.172 11.646 0.718
O -29.611 11.783 12.284 -0.779
O -28.524 9.805 10.781 -0.234
C -29.575 9.724 9.804 0.020
C -29.055 10.049 8.336 -1.449
O -27.236 10.801 12.699 0.352
C -25.950 10.539 12.268 0.013
C -24.836 10.883 13.305 -1.481
H -25.949 14.919 10.882 0.456
H -25.799 13.635 12.135 0.039
H -25.404 13.394 10.397 0.300
H -28.174 13.736 11.669 0.250
H -27.807 14.092 9.959 0.380
H -29.997 8.720 9.862 0.057
H -30.392 10.349 10.164 0.573
H -29.839 10.273 7.613 0.371
H -28.414 10.930 8.364 0.240
H -28.356 9.322 7.923 0.345
H -25.880 9.522 11.882 -0.146
H -25.743 11.079 11.344 0.613
H -24.892 11.906 13.676 0.156
H -24.663 10.235 14.164 0.286
H -23.878 10.817 12.789 0.449
```

HOMO = -2.085 eV
ΔE to the lowest compared entry with this formula, charge and spin = 0.0 kJ/mol
E_LUMO = 2.126 eV
DFT total energy = -5437.86235 hartree
total charge = -1
Kohn-Sham gap = 4.2 eV


A 6-piece molecular cluster, C38H87ClFN4O28P6S overall, computed with ωB97M-V/def2-TZVPD.

XYZ file:
```
166
Properties=species:S:1:pos:R:3:mulliken_charge:R:1
C -3.813 -4.045 1.091 -0.523
C -3.545 -4.793 -0.339 -0.607
C -3.159 -3.780 -1.590 0.102
O -3.140 -2.388 -1.215 0.217
C -2.978 -1.441 -2.368 -0.813
C -4.544 -0.859 -2.502 -0.788
C -5.528 -1.213 -1.247 0.302
C -6.338 -2.668 -1.410 -0.571
O -6.639 -0.201 -1.340 -0.591
N -2.562 -2.136 -3.639 0.624
C -1.764 -1.321 -4.615 -0.330
C -1.538 -2.072 -6.051 -1.249
C -2.540 -3.377 -6.375 -0.008
C -2.467 -3.613 -8.008 0.134
N -1.273 -3.302 -8.885 -0.481
O -3.548 -4.167 -8.584 -0.580
N -2.656 -0.147 -5.078 -0.377
C -3.783 -0.423 -5.710 0.689
O -4.888 -0.867 -6.376 -0.540
C -0.355 -0.734 -3.890 -0.587
C 0.993 -1.543 -4.362 -1.080
C 1.093 -3.159 -4.228 0.244
O 0.114 -4.061 -4.188 -0.400
F 2.490 -3.740 -4.191 -0.337
S -0.007 0.886 -4.832 1.841
C -0.951 2.409 -4.475 -1.087
O -0.132 0.712 -6.402 -0.707
O 1.520 1.301 -4.773 -0.727
N -0.455 -0.545 -2.351 1.509
C 0.405 0.538 -1.779 -0.745
C 2.021 0.462 -1.755 -0.566
C 2.690 0.852 -0.256 -0.924
C -0.061 -1.810 -1.587 -0.886
C -0.207 -1.911 -0.002 0.078
C 0.617 -3.308 0.441 -0.442
Cl 2.377 -2.856 0.946 -0.121
C -1.893 -0.217 -2.018 -0.579
P -2.437 0.578 -0.412 0.592
O -1.878 2.076 -0.156 -0.754
H -3.507 -4.829 1.938 0.360
H -4.980 -3.865 1.268 0.125
H -3.166 -3.093 1.294 0.052
H -4.434 -5.541 -0.612 0.254
H -2.602 -5.506 -0.171 0.309
H -4.037 -3.929 -2.386 0.115
H -2.203 -4.230 -2.084 0.215
H -4.442 0.321 -2.640 0.133
H -5.106 -1.255 -3.448 0.259
H -5.086 -1.047 -0.179 0.292
H -7.516 -2.478 -1.455 0.314
H -6.169 -3.386 -0.497 -0.155
H -6.086 -3.189 -2.454 0.206
H -7.002 -0.036 -0.401 0.382
H -3.450 -2.529 -4.004 0.958
H -0.523 -2.591 -6.270 0.470
H -1.620 -1.345 -7.002 0.411
H -3.653 -3.182 -6.075 0.284
H -2.086 -4.347 -5.882 0.279
H -1.337 -3.785 -9.827 0.354
H -1.333 -2.265 -9.105 0.251
H 1.100 -1.370 -5.544 0.782
H 2.008 -1.117 -3.975 0.414
H -1.348 2.597 -3.395 0.191
H -0.297 3.355 -4.797 0.705
H -1.905 2.453 -5.192 0.449
H 0.134 1.651 -2.119 0.219
H 0.249 0.678 -0.597 0.613
H 2.579 1.265 -2.444 0.327
H 2.537 -0.553 -1.981 0.182
H 2.097 1.796 0.118 0.298
H 3.846 1.079 -0.345 0.410
H 2.525 -0.049 0.509 -0.007
H 1.091 -2.107 -1.715 0.712
H -0.594 -2.782 -2.040 -0.093
H -1.254 -2.051 0.480 -0.553
H 0.345 -1.078 0.652 0.393
H 0.063 -3.823 1.336 0.387
H 0.649 -3.984 -0.525 0.324
H -2.169 0.688 -2.750 0.340
H -2.179 -0.123 0.815 0.088
H -3.885 0.828 -0.417 0.143
C 7.415 -0.229 1.251 -0.818
O 6.755 0.829 1.922 -0.256
P 5.808 0.466 3.175 1.115
O 5.117 1.622 3.820 -0.800
O 6.797 -0.359 4.148 -0.313
C 7.961 0.291 4.601 -0.352
O 4.840 -0.669 2.572 -0.014
C 4.184 -1.543 3.461 -0.730
H 8.464 0.046 1.113 0.248
H 7.377 -1.166 1.816 0.380
H 6.953 -0.385 0.274 0.240
H 7.890 1.376 4.493 0.213
H 8.813 -0.076 4.020 0.246
H 8.118 0.042 5.652 0.023
H 4.624 -1.522 4.461 0.306
H 4.274 -2.559 3.065 0.254
H 3.126 -1.279 3.526 0.224
C -9.672 -7.537 2.284 -0.706
O -8.580 -6.637 2.231 -0.321
P -8.815 -5.188 1.568 0.965
O -7.617 -4.297 1.515 -0.548
O -10.056 -4.600 2.416 -0.298
C -9.893 -4.469 3.809 -0.706
O -9.470 -5.550 0.144 -0.311
C -10.220 -4.563 -0.528 -0.608
H -9.728 -7.959 3.291 0.266
H -10.624 -7.045 2.064 0.346
H -9.515 -8.343 1.564 0.253
H -8.839 -4.483 4.098 0.338
H -10.415 -5.295 4.300 0.250
H -10.342 -3.527 4.130 0.265
H -10.499 -3.737 0.129 0.337
H -11.134 -5.031 -0.905 0.263
H -9.646 -4.175 -1.373 0.200
C 4.361 4.075 2.300 -0.017
O 5.002 4.616 1.160 -0.066
P 5.483 6.153 1.211 0.914
O 6.125 6.672 -0.034 -0.765
O 6.421 6.195 2.523 -0.334
C 7.541 5.342 2.554 -0.713
O 4.151 6.927 1.675 -0.254
C 4.277 8.203 2.259 -0.684
H 4.809 3.103 2.525 -0.320
H 4.470 4.716 3.180 0.398
H 3.297 3.940 2.090 0.262
H 7.813 4.991 1.555 0.350
H 7.307 4.483 3.189 0.211
H 8.385 5.883 2.987 0.291
H 5.301 8.411 2.581 0.312
H 3.625 8.240 3.136 0.263
H 3.959 8.969 1.548 0.235
C 4.634 -1.675 9.797 -0.706
O 5.654 -1.837 8.830 -0.320
P 6.839 -0.746 8.778 1.170
O 7.868 -0.957 7.715 -0.751
O 7.413 -0.764 10.287 -0.317
C 7.908 -1.985 10.784 -0.724
O 6.038 0.646 8.696 -0.250
C 6.696 1.831 9.082 -0.687
H 4.470 -2.633 10.296 0.260
H 4.898 -0.932 10.557 0.354
H 3.710 -1.363 9.304 0.254
H 8.134 -2.691 9.980 0.342
H 7.156 -2.421 11.448 0.246
H 8.816 -1.791 11.357 0.266
H 7.604 1.632 9.657 0.348
H 6.011 2.410 9.708 0.248
H 6.950 2.418 8.197 0.226
C -2.505 8.632 -4.274 -0.706
O -2.220 7.261 -4.485 -0.344
P -0.683 6.781 -4.422 0.640
O -0.447 5.329 -4.683 -0.335
O -0.203 7.293 -2.969 -0.203
C -0.901 6.813 -1.844 -0.676
O 0.046 7.793 -5.438 -0.372
C 1.438 7.987 -5.319 -0.621
H -3.333 8.712 -3.564 0.263
H -1.647 9.175 -3.864 0.345
H -2.797 9.093 -5.220 0.260
H -1.473 5.911 -2.073 0.323
H -1.582 7.596 -1.496 0.255
H -0.183 6.593 -1.051 0.237
H 1.825 7.627 -4.363 0.309
H 1.637 9.060 -5.391 0.261
H 1.953 7.474 -6.134 0.250
```

HOMO = -11.408 eV
E_LUMO = -3.072 eV
DFT total energy = -6831.78160 hartree
total charge = +1
Kohn-Sham gap = 8.3 eV


A 6-piece molecular cluster, C38H87N4O16 overall, computed with ωB97M-V/def2-TZVPD.

XYZ file:
```
145
Properties=species:S:1:pos:R:3:mulliken_charge:R:1
C 5.753 2.702 2.757 -0.514
O 5.808 3.959 1.987 -0.286
C 5.699 3.672 0.543 -0.318
C 5.144 5.061 -0.205 -0.724
C 3.490 5.079 -0.164 -0.169
C 2.865 6.171 0.907 -0.675
C 2.337 5.513 2.314 -0.141
N 0.839 5.305 2.401 -0.003
C 0.206 4.105 2.066 0.186
N -1.253 3.711 2.128 -0.485
C -1.319 2.273 1.653 -0.029
N 0.071 1.792 1.295 -0.228
N 0.910 2.870 1.545 0.328
H 6.087 1.750 2.162 0.379
H 6.521 2.841 3.660 0.222
H 4.696 2.501 3.238 0.072
H 4.934 2.791 0.393 0.185
H 6.743 3.342 0.094 0.304
H 5.646 6.022 0.236 0.362
H 5.473 4.936 -1.345 0.282
H 3.136 3.998 0.111 -0.094
H 3.068 5.303 -1.257 0.424
H 3.773 6.888 1.199 0.334
H 2.067 6.853 0.381 0.294
H 2.610 6.301 3.169 0.339
H 2.860 4.468 2.533 -0.106
H 0.197 6.054 2.779 0.299
H -2.209 1.528 1.504 0.378
H 0.428 0.882 0.924 0.248
H 1.911 2.667 1.330 0.207
C 2.634 5.370 10.608 -0.773
O 3.542 4.953 9.604 -0.246
C 4.314 3.820 10.010 -0.592
C 4.923 3.124 8.791 -0.344
O 3.994 2.260 8.121 -0.479
C 2.989 2.919 7.339 -0.632
C 3.536 3.495 6.030 -0.048
O 4.164 4.757 6.268 -0.304
C 4.995 5.153 5.189 -0.355
H 3.169 5.642 11.522 0.318
H 2.092 6.246 10.240 0.233
H 1.908 4.578 10.815 0.325
H 3.686 3.111 10.562 0.358
H 5.114 4.182 10.663 0.439
H 5.726 2.468 9.142 0.396
H 5.374 3.834 8.094 0.137
H 2.459 3.669 7.928 0.226
H 2.263 2.139 7.087 0.409
H 2.712 3.662 5.329 0.192
H 4.253 2.794 5.591 0.216
H 5.811 4.435 5.055 0.210
H 5.430 6.126 5.429 0.346
H 4.413 5.241 4.267 -0.099
C 4.761 -1.962 -1.494 -0.760
O 3.990 -2.679 -0.546 -0.270
C 3.519 -1.841 0.512 -0.467
C 2.346 -2.504 1.238 -0.461
O 1.100 -2.342 0.546 -0.444
C 0.933 -3.152 -0.625 0.121
C 0.664 -4.623 -0.299 -0.631
O 1.891 -5.300 -0.018 -0.276
C 1.680 -6.540 0.638 -0.792
H 5.633 -1.508 -1.017 0.327
H 5.101 -2.663 -2.261 0.244
H 4.149 -1.194 -1.977 0.281
H 3.202 -0.869 0.115 0.207
H 4.347 -1.695 1.212 0.488
H 2.212 -1.996 2.199 0.447
H 2.541 -3.556 1.459 0.162
H 1.771 -3.030 -1.313 0.030
H 0.046 -2.750 -1.129 0.167
H 0.205 -5.113 -1.164 0.359
H -0.010 -4.692 0.561 0.364
H 1.201 -6.378 1.609 0.331
H 2.652 -7.009 0.809 0.248
H 1.069 -7.204 0.020 0.300
C -0.666 -0.618 -3.517 -0.318
O 0.242 -1.034 -4.521 -0.373
C 1.014 -2.168 -4.116 0.393
C 1.623 -2.864 -5.335 -0.626
O 0.694 -3.728 -6.004 -0.512
C -0.311 -3.069 -6.786 -0.158
C 0.236 -2.493 -8.095 -0.718
O 0.864 -1.231 -7.857 -0.231
C 1.695 -0.835 -8.936 -0.784
H -0.131 -0.345 -2.603 0.277
H -1.208 0.258 -3.885 0.209
H -1.392 -1.410 -3.311 -0.062
H 0.386 -2.877 -3.563 -0.126
H 1.814 -1.806 -3.462 0.220
H 2.426 -3.520 -4.983 0.410
H 2.074 -2.154 -6.031 0.222
H -0.841 -2.319 -6.197 0.112
H -1.037 -3.849 -7.038 0.359
H -0.588 -2.326 -8.796 0.457
H 0.953 -3.194 -8.534 0.351
H 2.511 -1.553 -9.070 0.328
H 2.130 0.138 -8.696 0.228
H 1.113 -0.747 -9.858 0.313
C -3.909 3.786 -1.400 -0.661
O -5.178 3.206 -1.648 -0.270
C -5.420 3.013 -3.044 -0.520
C -6.543 1.995 -3.255 -0.426
O -6.095 0.638 -3.138 -0.456
C -5.832 0.186 -1.803 -0.170
C -7.110 -0.071 -0.999 -0.622
O -7.620 1.156 -0.473 -0.224
C -8.968 1.035 -0.046 -0.792
H -3.829 4.761 -1.890 0.368
H -3.797 3.922 -0.321 0.191
H -3.114 3.120 -1.748 0.216
H -4.509 2.662 -3.543 0.296
H -5.716 3.978 -3.465 0.424
H -6.900 2.094 -4.286 0.396
H -7.399 2.186 -2.603 0.197
H -5.150 0.861 -1.284 0.098
H -5.309 -0.769 -1.919 0.299
H -6.885 -0.727 -0.152 0.435
H -7.859 -0.547 -1.641 0.343
H -9.613 0.784 -0.894 0.329
H -9.288 2.000 0.356 0.234
H -9.058 0.276 0.736 0.314
C -3.799 -3.757 -4.349 -0.153
O -4.106 -4.891 -3.557 -0.307
C -2.983 -5.763 -3.402 -0.190
C -3.190 -6.695 -2.207 -0.557
O -2.886 -6.069 -0.953 -0.407
C -3.855 -5.123 -0.482 -0.332
C -5.124 -5.790 0.056 -0.744
O -5.998 -6.133 -1.021 -0.217
C -6.993 -7.064 -0.626 -0.803
H -3.474 -4.061 -5.347 0.295
H -4.701 -3.147 -4.440 0.294
H -3.024 -3.156 -3.864 -0.235
H -2.066 -5.179 -3.258 -0.007
H -2.896 -6.355 -4.319 0.469
H -2.480 -7.524 -2.297 0.419
H -4.191 -7.134 -2.196 0.234
H -4.076 -4.372 -1.241 0.214
H -3.368 -4.603 0.350 0.389
H -5.659 -5.090 0.707 0.454
H -4.856 -6.686 0.626 0.357
H -6.528 -8.003 -0.309 0.330
H -7.632 -7.271 -1.489 0.238
H -7.607 -6.653 0.180 0.310
```

HOMO = -10.683 eV
ΔE to the lowest compared entry with this formula, charge and spin = 632.0 kJ/mol
E_LUMO = -3.718 eV
DFT total energy = -2922.15401 hartree
total charge = +1
Kohn-Sham gap = 7.0 eV